DFT (ωB97M-V with the def2-TZVPD basis set) results for an isolated ion of composition C5H12N3O and charge +1.

Cartesian coordinates (Å):
C 0.286637 -0.876901 -0.037292
C -1.538173 2.492863 -0.153531
C -0.877006 1.108968 -1.016711
C 2.076135 -0.810044 1.808816
C 1.584229 -1.337601 0.481167
N -0.775471 -1.603131 0.185507
N -1.873684 0.363349 -1.761986
N 0.227759 0.346468 -0.519125
O -0.542949 2.387505 -1.235684
H -2.509106 2.645760 -0.511543
H -1.121516 2.809159 0.793338
H 1.815252 0.206516 2.008392
H 3.177116 -0.811802 1.968026
H 1.642197 -1.624171 2.537601
H 1.555850 -2.332323 0.613863
H 2.243081 -1.078356 -0.260422
H -0.650262 -2.521908 0.654525
H -1.819428 -1.298818 -0.070053
H -2.608466 0.948141 -2.191894
H -1.411986 0.132679 -2.748917
H 1.119791 0.853646 -0.544078

Forces on atoms 1 to 3 (eV/Å):
-1.15 0.57 1.56
3.29 -4.11 -1.66
-3.25 1.89 3.00

Calculated values
orbital gap: 9.783 eV
energy relative to the best compared isomer or geometry (same formula, charge and spin): 340.8 kJ/mol
HOMO level: -13.1 eV
SMILES: CC/C(N)=[NH+]/[C@@]1(N)CO1
charge: +1

***

DFT (ωB97M-V with the def2-TZVPD basis set) results for C4H2ClIrN3O2Se3Te as an isolated structure.

Cartesian coordinates (Å):
Ir -0.554454 0.672804 1.180331
Se -0.405341 0.195108 3.511185
Se 1.888513 3.026402 2.901881
Te -0.486263 3.849813 3.147277
Se -1.229756 2.990736 0.953625
Cl 2.789397 0.068535 5.044831
C 2.523580 -0.551636 3.383173
C 1.395257 0.083874 2.602616
O 1.570901 1.433815 2.073442
O 1.082369 -0.618059 1.519552
H 2.271764 -1.601149 3.475250
H 3.455024 -0.440705 2.829086
N -2.152325 0.086136 0.258146
C -3.308596 -0.110561 0.189518
N -4.491633 -0.480037 -0.032297
C -5.643240 0.141038 0.126715
N -6.701664 0.601346 0.222669

Forces on atoms 1 to 3 (eV/Å):
1.53 1.53 -0.07
-0.28 -0.17 0.34
0.05 0.05 0.19

Calculated values
orbital gap: 6.213 eV
energy relative to the best compared isomer or geometry (same formula, charge and spin): 301.7 kJ/mol
HOMO level: -4.5 eV
charge: -1

***

DFT (ωB97M-V with the def2-TZVPD basis set) results for a 2-piece molecular cluster, C6H15BO2 overall.

Cartesian coordinates (Å):
B 1.143724 -0.076517 0.227256
C -2.052442 -1.501601 0.274858
C -2.153224 0.861041 1.191642
C -2.029523 0.479156 -1.318469
C 3.063656 -1.665579 0.038600
C 2.908892 1.705131 0.034613
C -1.774009 -0.044195 0.058506
O 1.694026 -1.293776 0.169617
O 1.595625 1.179571 0.165783
H -1.548443 -2.111410 -0.468630
H -3.127863 -1.705312 0.200985
H -1.723898 -1.818934 1.260369
H -1.699191 0.536448 2.122135
H -3.237736 0.860169 1.342408
H -1.847976 1.882759 0.994917
H -1.602849 1.472292 -1.443639
H -1.605018 -0.179118 -2.071729
H -3.108562 0.550925 -1.504715
H 3.634050 -1.355874 0.918581
H 3.503749 -1.226978 -0.859589
H 3.094222 -2.752835 -0.040861
H 3.682310 0.947572 0.170402
H 3.034791 2.489037 0.785563
H 3.012279 2.151689 -0.959927

Forces on atoms 1 to 3 (eV/Å):
-1.79 0.11 -0.22
0.13 0.25 -0.03
0.18 -0.15 -0.19

Calculated values
orbital gap (alpha / beta): 7.321 / 7.261 eV
energy relative to the best compared isomer or geometry (same formula, charge and spin): 376.6 kJ/mol
HOMO level (alpha / beta): -6.7 / -6.6 eV

***

DFT (ωB97M-V with the def2-TZVPD basis set) results for a single C3H7NO2 molecule.

Cartesian coordinates (Å):
N -0.788309 -1.268241 -0.919949
C -0.955312 -0.060876 -0.542235
O -2.217386 0.358220 -0.720259
C 0.017484 0.944922 0.038379
C 1.274763 0.245276 0.548287
O 1.015561 -0.629710 1.623077
H -2.528575 -0.470287 -1.143370
H 0.142406 -1.653785 -0.928452
H -0.453641 1.507381 0.854483
H 0.277037 1.683307 -0.734048
H 1.755998 -0.280448 -0.291579
H 1.994152 0.978743 0.919701
H 0.465819 -1.354504 1.295968

Forces on atoms 1 to 3 (eV/Å):
0.29 0.14 -0.01
0.34 -0.43 -0.20
0.06 0.04 0.07

Calculated values
orbital gap: 11.278 eV
energy relative to the best compared isomer or geometry (same formula, charge and spin): 125.4 kJ/mol
HOMO level: -10.4 eV
SMILES: [H]/N=C(/O)CCO

***

DFT (ωB97M-V with the def2-TZVPD basis set) results for a 6-piece molecular cluster, C41H41BO13 overall.

Cartesian coordinates (Å):
C 7.071097 1.668692 1.279079
C 7.721444 2.683214 0.515323
C 6.776013 3.633641 -0.333782
O 5.689938 3.176731 -0.704526
O 7.246401 4.931561 -0.555693
C 6.475431 5.627388 -1.569911
C 5.395315 6.547199 -0.844172
C 3.889487 6.030398 -0.941639
C 3.479836 5.246744 0.390405
C 2.110921 5.727375 1.062991
C 1.133274 4.435120 1.147556
B -0.378739 4.895906 1.483796
O -1.427412 4.991751 0.480194
C -1.602471 3.647452 -0.050507
C -3.032947 3.553423 -0.760291
H 6.497364 1.984523 2.214312
H 7.065264 0.556373 1.014024
H 8.845206 2.766712 0.517914
H 6.064842 4.964241 -2.387050
H 7.210132 6.339016 -2.085271
H 5.440431 7.569936 -1.357519
H 5.727009 6.735869 0.230550
H 3.230445 6.966765 -0.978090
H 3.705542 5.438203 -1.897709
H 3.372405 4.142141 0.143505
H 4.304064 5.383998 1.168539
H 1.592136 6.580892 0.532963
H 2.313786 6.025286 2.142041
H 1.178476 3.965661 0.102162
H 1.544132 3.675887 1.891814
H -0.700255 5.214608 2.587119
H -0.791759 3.415434 -0.805809
H -1.592614 2.871521 0.793299
H -2.901436 3.869115 -1.846444
H -3.722569 4.294678 -0.237463
H -3.461220 2.505154 -0.785814
C -3.500326 -2.497235 -1.041626
C -2.762758 -1.442826 -0.694305
C -3.250943 -0.458124 0.295102
O -2.579912 0.505386 0.611191
C -4.586987 -0.688940 0.884907
C -5.323785 -1.743591 0.537260
C -4.836241 -2.727638 -0.451202
O -5.508793 -3.690456 -0.766649
H -3.159708 -3.227761 -1.764703
H -1.782480 -1.259103 -1.115974
H -4.928299 0.041677 1.607586
H -6.303609 -1.927353 0.957985
C 4.700937 -2.325732 2.892436
C 3.481580 -2.547928 3.382642
C 2.269515 -2.165048 2.626176
O 1.157377 -2.365263 3.072765
C 2.462738 -1.528005 1.305080
C 3.682396 -1.306156 0.815226
C 4.893327 -1.689342 1.572115
O 6.008334 -1.488720 1.123619
H 5.598566 -2.598809 3.432553
H 3.322833 -3.013623 4.347166
H 1.564862 -1.254859 0.765051
H 3.842189 -0.840386 -0.149435
C -5.572527 -2.544957 -5.959597
C -5.870450 -3.754576 -6.433736
C -6.520761 -4.773865 -5.581268
O -6.790636 -5.877985 -6.013040
C -6.828823 -4.398834 -4.184608
C -6.531117 -3.188992 -3.710371
C -5.881021 -2.170267 -4.562176
O -5.610177 -1.065538 -4.130907
H -5.095897 -1.786968 -6.568619
H -5.652435 -4.045283 -7.453873
H -7.305054 -5.156553 -3.575318
H -6.749300 -2.898722 -2.690692
C 7.913708 -5.195717 0.715739
C 7.109604 -4.800727 1.702638
C 6.867965 -5.656011 2.884480
O 6.132184 -5.296774 3.785528
C 7.553540 -6.965595 2.930402
C 8.357772 -7.361043 1.943545
C 8.599525 -6.505370 0.761396
O 9.334047 -6.864425 -0.137507
H 8.101308 -4.582641 -0.156833
H 6.601453 -3.845706 1.684954
H 7.365703 -7.578278 3.803190
H 8.866850 -8.316598 1.960724
C -9.669965 0.454866 -0.004744
C -10.463828 0.858639 0.987281
C -10.715184 0.001265 2.165863
O -11.439974 0.367379 3.069491
C -10.050946 -1.320136 2.202370
C -9.257174 -1.723694 1.210306
C -9.006055 -0.865957 0.031883
O -8.280453 -1.232656 -0.872273
H -9.475167 1.068708 -0.875174
H -10.956995 1.822554 0.976901
H -10.245631 -1.934162 3.072696
H -8.763869 -2.688151 1.220485

Forces on atoms 1 to 3 (eV/Å):
0.36 0.73 -0.31
-1.30 -0.18 0.17
-0.18 -0.13 2.37

Calculated values
orbital gap: 6.519 eV
HOMO level: -8.3 eV
SMILES: C=CC(=O)OCCCCCCBOCC.O=C1C=CC(=O)C=C1.O=C1C=CC(=O)C=C1.O=C1C=CC(=O)C=C1.O=C1C=CC(=O)C=C1.O=C1C=CC(=O)C=C1

***

DFT (ωB97M-V with the def2-TZVPD basis set) results for C7H18O10V as an isolated structure.

Cartesian coordinates (Å):
V -11.923120 14.004238 28.082412
O -10.810946 15.864903 28.152559
H -10.423316 16.263450 28.955943
O -12.078974 14.809051 26.217462
H -12.327462 14.328694 25.403804
O -11.574350 13.384967 29.962978
H -11.623522 13.084785 30.891426
C -14.514209 11.919691 27.708797
O -13.258173 12.433467 27.607374
H -14.657589 10.927672 27.280488
H -14.863026 12.050017 28.733228
H -15.165398 12.562907 27.116925
C -14.255620 16.057644 31.285905
O -14.896919 16.338154 30.148969
C -14.549164 15.742902 29.035798
O -13.533308 15.080854 28.803017
O -15.494272 16.078951 28.149180
C -15.485508 15.616636 26.853120
H -14.858519 16.354060 32.144246
H -13.360129 16.670082 31.391397
H -13.895352 15.030654 31.345877
H -16.125059 16.251815 26.240241
H -16.000700 14.660262 26.763513
H -14.533394 15.585698 26.323372
C -6.970213 11.246752 27.041699
O -7.951577 12.288779 27.064617
C -9.294117 12.028450 27.251939
O -10.205112 12.862167 27.270447
O -9.459498 10.688194 27.558910
C -10.794922 10.230594 27.648206
H -7.026314 10.684123 27.973584
H -5.931699 11.569921 26.969909
H -7.127230 10.597242 26.180557
H -10.785900 9.140956 27.674852
H -11.375641 10.442425 26.750442
H -11.386002 10.665450 28.454208

Forces on atoms 1 to 3 (eV/Å):
0.04 0.91 -0.71
-0.31 -0.98 0.70
-0.48 -0.74 -0.37

Calculated values
orbital gap (alpha / beta): 6.536 / 6.866 eV
energy relative to the best compared isomer or geometry (same formula, charge and spin): 214.4 kJ/mol
expectation value of S²: 2.01
spin multiplicity: 3
HOMO level (alpha / beta): -3.7 / -4.0 eV
charge: -1

***

Calculated total energy (computed, eV): -11888.6268; -231439.5155; -11234.7857; -8809.2295; -70465.0896; -53713.4780
F_max (computed, eV/A): 5.5; 2.2; 1.8; 1.0; 2.9; 4.1